ORCA calculation (ωB97M-V/def2-TZVPD) on a cluster of 2 separate species, C24H44N3O6PS in total.

Output
- net charge = -1
- 2S+1 = 2
- gap between HOMO and LUMO (alpha / beta) (eV) = 3.98 / 2.60
- HOMO level (alpha / beta) (eV) = -2.638 / -2.633

Atoms and positions in Å:
H 5.012 -4.896 -1.505
O 3.130 -0.731 -3.518
C -2.970 2.994 2.534
H -1.292 4.233 -1.074
O -1.971 2.421 0.500
H 4.175 -5.677 -0.134
S 2.206 -0.845 2.151
H 1.045 -4.422 -3.183
C 2.905 -4.266 -1.239
H -1.394 -3.659 -1.839
H -1.275 -5.969 -1.699
H 0.024 4.580 0.062
H -5.416 5.101 1.183
H 5.113 -1.733 -0.951
P 0.570 -0.227 -1.766
H 6.312 -3.097 -1.304
H 2.144 -4.120 -0.429
O -1.252 -5.304 1.062
C -2.622 3.583 3.921
H -3.409 0.926 1.928
H -0.977 5.884 -0.585
C -0.243 -5.772 0.183
C -3.374 5.103 0.510
H -3.655 4.517 -0.372
C -4.423 4.892 1.592
H 6.526 -2.096 0.167
H -2.164 6.021 2.751
C -3.045 1.478 2.795
H 0.249 2.122 -1.115
C -0.335 -3.894 -1.552
H -2.439 -0.263 0.223
N 2.702 -1.139 -0.615
N -1.903 3.349 1.565
H 2.608 2.992 -0.992
C -0.997 4.851 -0.224
C 0.610 -3.478 -2.754
H 5.677 -4.156 0.959
C 2.406 1.991 -1.452
C 4.310 -4.687 -0.653
O 1.421 -1.506 -4.659
H -5.079 3.355 2.941
H -4.280 5.599 2.417
H -2.764 4.660 3.990
C -0.320 -5.493 -1.364
H -0.520 5.429 2.457
C 5.745 -2.538 -0.512
O 0.641 -6.409 0.684
H -1.614 -1.191 -2.515
H -0.052 -3.475 -0.560
H 0.589 -5.971 -1.789
C 1.793 -2.519 -2.402
C 4.933 -3.612 0.310
H -0.872 -1.114 0.453
H 2.574 -5.161 -1.847
H -2.067 1.077 3.076
C 2.103 -1.524 -3.620
H -2.303 -1.970 -0.366
O 3.031 -3.173 -2.156
H 2.335 2.095 -2.562
H -1.221 6.708 1.470
C -4.377 3.460 2.106
C 1.058 1.359 -0.925
H 3.273 1.334 -1.173
N 1.494 -1.594 -1.222
C -1.274 -0.525 -1.688
H -1.758 0.477 -1.872
H -3.263 3.156 4.699
C -1.958 4.709 0.969
H -0.994 -4.404 1.334
H 1.140 1.204 0.181
H -0.058 -3.084 -3.567
H -1.589 3.350 4.190
H 4.169 -3.176 0.999
C -1.443 5.763 1.976
H -4.751 2.804 1.311
C -1.748 -1.010 -0.240
H -3.389 6.153 0.192
H -3.740 1.262 3.614
C 2.512 -1.149 0.615



ORCA calculation (ωB97M-V/def2-TZVPD) on a cluster of 4 separate species, C24H44N3O8S3 in total.

Output
- net charge = +1
- energy above the lowest of the compared OMol25 structures with the same formula, charge and spin (eV) = 0.000
- gap between HOMO and LUMO (eV) = 7.70
- HOMO level (eV) = -11.829

Atoms and positions in Å:
H -2.066 2.889 1.675
H 1.811 7.444 -7.689
C -3.858 -7.519 4.383
H -1.646 -2.974 1.487
S 0.182 3.279 2.279
O -0.164 -0.139 -3.700
H 0.910 -0.753 2.838
H 3.542 4.871 -5.021
C 0.125 -2.525 3.630
H -2.531 -7.784 2.665
C 2.102 -1.911 -2.039
C 2.597 5.389 -4.871
O 1.168 2.417 2.881
H 0.613 4.608 4.188
C -0.184 1.681 -1.647
S 2.773 7.051 -5.544
H -1.407 2.564 4.651
H 2.694 -4.348 0.635
C -0.871 -2.579 0.858
H 2.269 5.037 -7.637
H -0.461 -3.408 3.410
H 1.556 -2.134 2.084
O -0.286 -1.439 1.421
C -1.436 2.541 2.493
H 2.734 1.645 -3.272
S -2.133 -5.643 3.594
O -1.034 -5.337 4.471
H -1.702 -7.893 4.237
C -3.665 -5.084 4.329
H 2.894 -0.374 -3.219
N 3.542 -3.309 -0.855
H 1.336 2.754 -3.380
H -0.396 -4.435 0.024
H 1.914 -1.499 -4.093
H -5.525 -6.141 4.709
C 2.513 -3.637 -0.143
H -3.711 -7.613 5.459
C 1.024 -2.283 -1.290
H 0.057 -1.896 -1.499
C -4.641 -6.232 4.083
H -3.483 -4.938 5.392
H 0.994 -2.897 4.146
H -2.989 2.930 3.963
N 1.051 1.086 -2.151
O 4.058 7.151 -6.182
H -1.364 -2.263 -0.044
O -2.112 -5.244 2.203
H 0.034 2.695 -1.378
O 2.347 8.012 -4.564
H -0.393 -1.921 4.350
H 2.321 2.698 -1.925
H 0.507 4.908 -5.145
H -0.979 1.715 -2.375
C -0.095 4.684 3.366
C 0.843 0.037 -3.038
C 0.634 -1.712 2.465
C -1.547 4.570 3.850
H 0.556 -4.065 1.457
C -1.919 3.081 3.836
H -0.539 1.219 -0.744
H 1.594 3.650 -5.717
H -2.205 5.115 3.172
C 1.982 -0.952 -3.171
H -1.345 1.457 2.461
C 1.932 2.123 -2.740
H 4.068 -2.160 -2.395
H 0.083 5.598 2.807
C 1.514 6.881 -6.808
H -4.393 -8.404 4.047
H -1.663 5.007 4.839
C 1.416 5.377 -7.047
C 0.130 -3.662 0.559
C -2.496 -7.401 3.683
H -4.964 -6.230 3.041
H -3.968 -4.147 3.867
O 0.315 3.734 0.918
H 0.509 5.118 -7.589
C 1.215 -3.178 -0.313
H 2.382 5.464 -3.808
H 0.586 7.280 -6.402
N 3.289 -2.423 -1.815
C 1.455 4.729 -5.655



ORCA calculation (ωB97M-V/def2-TZVPD) on a cluster of 8 separate species, C24H44O24 in total.

Output
- structure (SMILES) = COC(=O)OC.COC(=O)OC.COC(=O)OC.COC(=O)OC.COC(=O)OC.COC(=O)OC.O=C1OCCO1.O=C1OCCO1
- net charge = 0
- energy above the lowest of the compared OMol25 structures with the same formula, charge and spin (eV) = 1.191
- gap between HOMO and LUMO (eV) = 10.14
- HOMO level (eV) = -10.191

Atoms and positions in Å:
H -6.015 2.017 0.506
C -4.359 3.956 -1.499
H -1.137 2.243 1.173
C 2.661 -4.958 -0.605
H 3.110 -5.213 0.362
O 4.302 -0.690 7.463
O 5.240 -5.784 4.629
O -0.555 -0.901 -1.046
C 3.728 0.846 4.504
H -2.575 2.687 0.213
C 2.798 -0.326 -0.880
H 3.024 -5.842 -1.135
O 3.637 -1.244 5.397
H 0.407 -2.736 -2.369
H -3.058 6.893 -1.853
O -6.398 0.707 -3.441
C -0.290 -1.598 1.562
H 6.716 -7.267 4.775
C -1.974 1.866 0.594
O 1.013 6.192 -0.425
H 2.019 0.122 -1.508
O -1.219 -2.281 -5.970
C 1.249 -3.787 -4.073
H 3.479 -0.862 3.317
H -2.632 1.006 -3.668
H -7.689 1.339 -4.917
H 1.368 -4.860 -4.222
H 1.244 5.271 -2.317
H -2.701 1.325 1.209
H 4.664 1.149 4.040
C 2.492 -3.883 3.763
H -1.136 7.949 1.842
O -1.577 0.983 -0.444
C -5.541 2.126 -0.469
O -4.901 0.939 -5.105
O -4.407 0.027 -3.105
C -3.064 5.827 -2.071
H 3.603 0.396 -1.026
H -2.466 -0.229 -2.493
H -0.954 -2.119 2.253
H 1.819 -3.774 4.614
O -0.923 -0.400 1.127
H -0.314 8.066 0.295
H -6.804 2.638 -4.193
O -4.264 3.465 -2.597
C -3.020 0.024 -3.393
C 2.852 -2.654 -0.499
O 3.800 0.890 5.920
H 2.022 -0.357 4.398
C 5.638 -7.117 4.811
H -0.227 -4.360 -2.484
H 2.596 6.179 -1.625
H -4.815 1.310 -0.486
H -2.762 -0.718 -4.150
H -3.363 5.687 -3.106
O -0.918 -2.961 -3.876
O 3.804 -4.279 4.152
O 3.096 -6.420 4.337
H -2.057 5.467 -1.848
O -0.646 6.177 1.010
C 3.955 -5.582 4.382
O -4.832 3.359 -0.402
C -7.272 1.683 -3.961
H 0.632 -1.334 2.070
H 0.647 7.724 1.722
H 2.544 -2.945 3.224
C -5.213 0.604 -4.009
O 2.525 -2.561 0.649
O 3.125 -3.758 -1.182
H 2.393 -0.344 0.131
O 3.151 -1.621 -1.288
O -3.912 5.140 -1.155
H -0.143 -2.321 0.762
C -0.529 -2.757 -5.121
C 3.935 -0.378 6.382
H 2.937 1.555 4.243
C 0.093 -3.507 -3.080
H 2.064 -4.645 3.114
H -6.266 1.915 -1.249
H 2.190 -3.282 -3.883
O 0.722 -3.247 -5.312
C 0.032 5.467 0.135
H 5.309 -7.753 3.982
C 3.087 -0.537 4.277
H 2.219 4.549 -1.066
H 1.578 -5.002 -0.520
O -0.225 4.344 -0.169
C 1.786 5.491 -1.398
C -0.318 7.547 1.254
H -8.189 1.813 -3.391
C -0.936 -0.135 -0.217
H 5.288 -7.631 5.707



ORCA calculation (ωB97M-V/def2-TZVPD) on a structure of composition C24H45CrF3NO18.

Output
- net charge = +1
- 2S+1 = 5
- gap between HOMO and LUMO (alpha / beta) (eV) = 7.64 / 7.90
- HOMO level (alpha / beta) (eV) = -10.678 / -10.843

Atoms and positions in Å:
Cr -5.423 -8.628 32.692
O -1.793 -7.813 34.950
H -2.846 -10.638 31.996
C -3.657 -2.424 27.908
H 1.893 -3.356 34.741
H -2.142 -12.253 31.450
H 1.788 -9.433 30.520
H -2.084 -9.618 34.036
H -2.641 -5.978 29.736
O -4.708 -10.525 33.501
C -7.418 -10.371 30.367
C 1.302 -13.340 27.661
H -5.626 -5.140 31.990
O 0.619 -11.450 29.555
H -4.242 -4.514 27.681
H 3.472 -5.808 33.979
C 1.430 -11.245 28.697
H -3.970 -5.986 30.811
O 1.453 -4.636 33.098
H -5.517 -3.299 28.103
C 0.936 -4.008 32.060
H -0.723 -9.520 35.257
C -3.022 -11.644 31.613
F -0.359 -6.000 31.934
O 2.098 -10.096 28.535
C 3.227 -5.021 34.696
C -2.972 -7.969 30.494
C -6.582 -4.653 31.810
H 1.631 -13.952 28.511
H -2.072 -9.722 29.857
H -6.679 -11.882 35.432
H -9.298 -6.902 28.227
O -6.613 -10.065 31.218
N -2.966 -1.528 27.730
O -3.815 -7.754 34.018
H 0.929 -8.593 29.317
O -8.698 -10.681 30.555
O -5.011 -12.613 34.324
C -4.466 -3.592 28.200
H -4.414 -3.680 29.291
O -7.224 -10.262 29.066
C -2.863 -7.193 34.533
H -5.598 -8.908 28.957
O 1.165 -2.884 31.738
H 2.947 -3.386 33.288
H -10.274 -10.747 31.834
C -9.022 -6.339 29.109
H -7.125 -4.586 32.757
H -6.503 -3.627 31.465
C -7.338 -6.678 30.793
F 0.524 -5.316 30.064
H -9.868 -6.166 29.773
C -5.904 -9.914 28.677
H -4.749 -5.385 34.380
H -5.225 -10.705 28.991
C -2.480 -8.845 29.353
C -1.739 -9.247 35.001
H -3.289 -9.151 28.692
H -1.706 -8.312 28.800
H -5.818 -9.906 27.587
O 1.844 -12.042 27.742
H -3.681 -4.079 34.568
H -3.662 -11.523 30.741
O -7.357 -5.369 30.854
C 1.894 -9.071 29.495
H 4.126 -4.595 35.127
C 2.367 -3.993 33.993
O -6.697 -7.432 31.481
H -5.090 -11.371 36.009
C -3.724 -5.082 34.148
H -2.081 -7.707 31.085
C 0.035 -4.930 31.236
H -5.596 -12.994 36.230
O -3.763 -12.366 32.639
O -8.056 -7.146 29.808
H 0.233 -13.290 27.909
H -3.677 -5.028 33.061
H -9.017 -9.639 32.356
O -3.945 -8.597 31.263
H -8.615 -11.330 32.468
C -5.633 -12.178 35.510
H -4.117 -6.678 29.138
C -9.201 -10.613 31.887
H 1.449 -13.898 26.745
H 2.609 -5.513 35.450
O -2.694 -5.891 34.701
H 2.722 -8.377 29.428
H -8.641 -5.354 28.847
C -3.498 -6.594 30.037
H -2.420 -9.560 35.794
C -4.537 -11.720 33.462
F -1.090 -4.231 30.946



ORCA calculation (ωB97M-V/def2-TZVPD) on a structure of composition C24H45ILaP2.

Output
- net charge = +1
- energy above the lowest of the compared OMol25 structures with the same formula, charge and spin (eV) = 19.743
- gap between HOMO and LUMO (alpha / beta) (eV) = 5.03 / 5.14
- HOMO level (alpha / beta) (eV) = -8.093 / -8.312

Atoms and positions in Å:
H -0.499 -2.765 3.979
H -1.297 -2.811 -1.906
C -5.821 -0.502 -1.959
C 1.774 0.901 2.587
C -1.211 2.672 2.557
H -3.810 0.991 -4.793
H -5.555 1.026 -4.445
H -2.648 -1.934 -1.181
H 0.503 3.926 2.202
H -2.273 -3.221 2.500
La -0.115 0.316 0.791
H -0.209 -0.204 5.288
H 4.707 2.366 -1.344
H 3.006 -3.284 1.046
H -5.960 -0.458 -0.868
H 5.972 0.823 -4.464
H 3.005 3.063 -3.735
C 0.774 -1.618 -0.376
C 5.181 0.089 -4.253
C 1.506 0.798 4.080
C 1.347 -1.967 0.858
C -0.724 -1.732 -0.258
C 1.221 1.991 1.929
P -4.275 0.367 -2.468
C -1.594 -1.863 -1.446
I 0.794 -1.194 3.522
H 2.089 -0.350 4.449
H 2.154 1.373 4.766
C 2.797 -2.212 1.232
H -1.687 -0.641 3.483
H -1.606 3.241 1.702
H -5.805 -1.561 -2.257
H 2.575 0.268 2.103
H 3.518 -1.645 0.612
H 4.515 2.702 -4.609
C 0.226 -2.418 1.808
H -0.353 1.659 4.988
P 3.927 0.848 -3.138
H 2.483 -1.746 -1.634
H 2.983 1.950 -5.119
C 0.265 -3.192 3.185
H 0.955 -2.247 -2.360
H 5.697 0.892 -1.439
H 5.906 2.184 -2.648
H 1.457 -2.904 3.771
C -4.838 2.080 -2.124
H 4.735 -0.212 -5.209
H -4.737 -0.526 -4.734
C 1.424 -1.503 -1.708
C -1.631 1.248 2.473
C 3.570 2.273 -4.246
C 5.166 1.648 -2.037
H -1.462 -1.072 -2.188
C -2.376 -2.502 1.671
H -6.686 -0.020 -2.438
H 5.647 -0.794 -3.795
H -3.005 -1.666 2.035
H 3.112 -2.033 2.287
H -5.808 2.256 -2.610
C -0.097 0.683 4.495
H 1.306 -0.526 -2.202
H -2.695 1.015 2.276
C 0.326 2.938 2.649
H -4.117 2.803 -2.529
H 0.651 3.005 3.689
H -4.955 2.275 -1.050
H 0.363 -4.328 3.064
C -1.045 -2.128 1.078
H -2.949 -3.009 0.883
H 1.547 2.321 0.926
C -1.024 0.274 3.415
C -4.625 0.465 -4.275
H -1.691 3.059 3.463



ORCA calculation (ωB97M-V/def2-TZVPD) on a structure of composition C24H45NO3P2Rh.

Output
- net charge = +1
- 2S+1 = 5
- gap between HOMO and LUMO (alpha / beta) (eV) = 6.46 / 5.21
- HOMO level (alpha / beta) (eV) = -9.540 / -10.586

Atoms and positions in Å:
C -2.713 1.013 -1.491
H -2.088 1.808 -1.903
H 2.388 3.520 3.409
H 1.899 -2.343 -4.166
O 1.344 0.644 1.334
H 2.299 2.536 -0.644
C -0.024 -1.701 -3.529
H 3.088 -0.788 -3.073
H 4.357 1.011 0.968
H 3.992 0.629 2.666
H -4.217 -1.597 -0.177
H 0.985 3.344 0.244
H 4.537 2.273 2.220
H 0.193 -2.483 2.724
H 1.639 2.001 4.004
P 0.671 -2.251 0.315
H -1.132 3.407 1.535
H -2.248 -2.611 2.412
H 1.958 0.325 -1.311
H 1.779 -1.765 2.430
C -2.177 0.614 -0.174
H -2.859 -1.921 -1.267
C 1.306 -1.415 -4.149
H 1.172 -1.114 -5.205
C 0.373 1.193 -2.474
H -0.119 -2.701 -3.067
H -0.804 -3.516 -1.101
C 1.450 0.342 -2.273
H -1.523 3.268 -0.203
H 1.551 -3.536 2.287
H -0.750 2.420 -3.805
O 0.091 -1.423 5.218
H -0.886 -4.135 0.563
C -1.950 1.539 0.949
C -1.029 0.369 -4.473
C 2.045 3.036 0.304
C -3.142 -1.821 -0.221
H -1.594 2.419 3.489
H -2.653 0.159 -2.183
H 2.194 -2.264 -1.572
N 0.510 -0.291 4.923
C 2.157 -0.318 -3.424
C 2.321 -2.344 -0.483
C 3.946 1.403 1.901
H -2.818 3.507 0.990
H -2.048 0.778 -4.579
H 0.111 1.909 -1.693
H -3.753 1.373 -1.482
H -2.099 -1.261 -3.468
H -0.664 0.177 -5.500
C -1.829 1.347 3.512
C -2.313 -0.743 0.405
O 1.702 0.040 5.026
H 2.894 -1.473 -0.135
C -2.434 -1.621 2.866
H -3.468 -1.631 3.259
H 2.690 3.912 0.458
H 0.679 1.724 -4.562
C -0.206 -3.780 -0.222
C -2.238 -0.566 1.842
C -0.137 1.507 -3.850
C -1.979 0.795 2.136
P 2.208 1.839 1.663
H -1.756 -1.503 3.730
C 1.088 -2.555 2.086
H -2.753 1.228 4.111
H 0.690 3.143 3.008
C 1.685 2.709 3.164
H -1.027 0.815 4.067
C -1.852 3.001 0.815
H -3.004 -2.767 0.296
H 2.459 0.422 -4.184
C -1.081 -0.903 -3.699
H 0.482 -4.603 -0.494
Rh -0.437 -0.491 -0.848
H 2.878 -3.260 -0.248